Entry 1:
105
Properties=species:S:1:pos:R:3:forces:R:3 method="wB97M-V/def2-TZVPD" homo_ev=-7.45 lumo_ev=0.113
H 2.911 2.151 4.144 -0.20 -0.15 0.11
O 4.819 -6.979 -1.512 -0.05 0.02 0.12
C -5.631 2.721 0.978 0.64 -0.35 1.01
C 5.681 -1.390 -2.587 0.84 0.13 0.75
H -7.232 4.683 1.736 -0.06 0.22 -0.01
H -3.891 -3.531 -3.454 0.01 0.01 0.01
C -5.308 3.774 2.069 -1.21 -0.11 -0.42
H 4.527 1.896 -2.219 -0.15 -0.07 -0.04
H 0.025 0.118 1.366 0.28 0.39 0.02
H -9.950 5.535 0.401 0.01 0.00 0.00
H 7.102 -0.807 4.798 0.06 -0.04 0.00
C 4.854 -5.637 -1.063 0.03 0.29 -0.07
H 2.390 -3.207 -1.288 -0.02 0.10 -0.02
H -2.400 2.198 0.121 -0.02 0.24 -0.26
H -4.721 -2.469 -4.610 0.05 0.01 -0.12
O 5.248 -2.168 1.811 0.86 0.01 -1.10
H 1.512 0.261 -1.559 0.32 0.03 -0.15
H 2.467 0.935 2.312 0.01 -0.13 -0.10
C 2.483 -0.648 0.160 1.12 1.28 -0.15
H -6.327 5.321 3.152 -0.25 0.27 -0.17
H -2.418 0.458 -3.776 0.00 -0.01 0.01
H -2.177 -0.594 -5.186 -0.10 -0.01 -0.09
H -4.662 4.524 1.617 0.30 0.03 0.27
C -2.647 1.231 -0.322 -0.44 -0.65 0.12
H 6.044 1.525 -1.430 -0.01 0.06 0.18
C 3.728 1.472 3.914 0.67 0.27 -0.61
C 5.318 -7.927 -0.591 -0.07 -0.21 -0.32
C 5.321 -2.943 0.649 0.42 0.06 0.18
P 4.477 -0.405 -1.605 -1.64 -0.51 -1.24
H -3.102 -3.097 -4.984 -0.07 0.06 -0.09
C 3.939 -2.735 0.041 0.64 -0.45 -0.08
C -2.863 -0.331 -4.379 0.08 0.07 0.19
C 3.542 0.894 2.509 -1.33 0.29 0.44
I 7.601 -0.215 -0.104 0.07 -0.16 0.29
H 3.253 -5.208 -2.356 -0.02 0.05 -0.06
C -4.699 1.486 1.087 -0.31 0.49 -1.26
H -9.566 4.739 -3.310 -0.07 0.11 -0.02
C 3.966 -1.179 0.044 -0.83 0.30 0.13
H -8.406 3.606 3.475 -0.09 -0.08 0.22
C -1.958 0.149 0.515 0.43 0.12 -0.40
H 4.500 -8.377 -0.025 0.00 0.04 0.19
C -4.171 1.009 -0.305 0.60 0.18 1.31
O -2.860 -1.541 -2.335 0.00 -0.02 0.05
H -2.298 -0.817 0.140 0.00 -0.11 0.03
O 6.329 -3.479 0.270 -1.34 0.29 0.58
H 2.026 -1.043 1.061 -0.01 -0.22 -0.03
C -7.329 3.464 3.542 -0.02 0.36 -0.34
H -3.796 0.034 -4.811 0.02 -0.05 -0.11
C 4.973 1.347 -1.390 0.35 0.12 -0.16
H -5.217 0.667 1.582 -0.01 0.03 0.23
H 3.982 1.545 1.754 0.32 -0.19 -0.08
C 3.448 -3.447 -1.211 -0.11 -0.15 -0.33
C 3.514 -4.973 -1.321 0.09 -0.44 -0.36
C 6.373 -0.419 4.084 0.49 -0.17 0.21
C -0.419 0.224 0.377 -0.64 -0.88 -0.11
C 4.800 -0.853 1.377 -0.04 -1.25 0.69
H -7.004 3.637 4.566 -0.06 -0.05 0.12
H -2.260 0.195 1.561 -0.08 0.19 0.06
H 5.478 -1.020 4.188 -0.14 0.08 -0.08
C -10.038 5.683 -0.673 0.11 -0.07 0.17
H -2.264 1.183 -1.343 0.14 0.05 -0.03
C 1.526 -0.693 -1.037 -1.14 -0.30 0.48
H 5.804 -8.716 -1.163 0.01 -0.06 -0.02
H -3.839 1.772 1.686 0.06 -0.15 0.21
H 6.133 -2.175 -1.979 0.04 -0.10 -0.11
H 2.755 -5.484 -0.731 -0.04 0.19 0.24
H 6.057 -7.503 0.088 0.01 0.10 0.07
I 2.678 -3.636 1.640 -0.13 0.03 -0.10
H 4.631 2.083 3.935 0.13 -0.12 0.27
H 4.558 1.783 -0.483 0.02 -0.12 0.15
H 0.053 -1.869 0.006 -0.12 0.02 0.15
H 2.614 0.420 0.355 -0.17 -0.03 0.09
C -8.740 5.291 -2.859 0.19 -0.09 0.04
H -8.813 6.340 -3.151 -0.13 -0.01 -0.03
H 3.884 -3.034 -2.121 0.27 0.15 0.18
C -3.752 -2.738 -4.185 0.02 -0.07 0.21
H 5.641 -5.109 -1.609 0.08 0.04 0.07
C 6.127 -0.045 1.492 0.54 0.21 0.16
O 3.913 -0.478 2.406 0.79 0.51 -0.13
H 6.204 0.615 4.376 -0.28 -0.02 0.03
C 7.004 -0.471 2.702 -0.03 0.42 -0.06
H -6.652 2.367 1.107 -0.21 0.20 -0.24
H 5.196 -1.832 -3.450 -0.17 0.08 -0.05
O -7.886 4.677 -0.728 0.05 -0.02 0.00
H -4.344 -0.063 -0.376 -0.10 -0.04 -0.45
H -5.532 3.208 0.013 -0.17 -0.10 -0.19
C -6.606 4.431 2.587 0.71 -0.56 0.30
H -10.162 6.748 -0.877 -0.09 -0.02 -0.09
H -4.671 1.536 -1.113 -0.11 -0.04 -0.10
C -8.794 5.166 -1.356 -0.05 0.02 -0.02
H 1.716 -1.457 -1.782 0.34 -0.02 -0.02
H 3.816 0.676 4.643 -0.18 0.02 0.15
H -10.915 5.147 -1.037 -0.04 0.10 -0.08
H -0.578 -1.013 -1.374 -0.08 0.08 -0.05
C 0.088 -0.908 -0.516 0.44 -0.02 -0.32
H -0.151 1.166 -0.103 0.18 0.23 0.31
H 7.479 -1.425 2.498 -0.23 -0.18 0.05
H -4.837 3.287 2.921 0.36 0.10 0.01
H 6.510 -0.761 -2.910 -0.05 0.07 -0.11
H 5.990 1.029 1.579 -0.37 0.02 -0.27
C -3.131 -1.538 -3.512 -0.02 0.01 -0.06
H -7.105 2.427 3.297 -0.08 -0.10 -0.06
H 5.092 -5.583 -0.001 0.09 -0.12 0.04
H 7.819 0.255 2.695 0.08 0.00 0.05
H -7.799 4.884 -3.222 0.00 0.00 0.01

---

Entry 2:
114
Properties=species:S:1:pos:R:3:forces:R:3 method="wB97M-V/def2-TZVPD" charge=+2 homo_ev="-12.56 / -12.56" lumo_ev="-6.563 / -6.564"
C -2.526 -2.121 2.228 -0.07 -0.07 0.09
C 2.661 -1.017 -2.489 0.00 -0.03 -0.08
C -2.178 2.177 1.871 0.07 0.08 0.08
H -4.702 -3.757 1.658 0.01 0.02 0.02
P 2.538 0.139 -1.087 -0.51 -0.47 -0.16
H -3.002 -1.397 -0.509 0.00 -0.02 0.05
C -1.082 3.795 -2.358 0.05 0.00 0.01
H -3.628 -6.255 -2.178 -0.02 -0.01 0.00
Ir 0.475 0.523 0.187 0.80 0.69 -0.90
C -3.695 -5.396 -1.509 0.00 0.00 0.02
H -1.976 -1.351 -2.886 -0.03 0.02 0.01
H -4.749 -5.173 -1.361 0.00 0.00 -0.02
H 6.912 1.710 -2.567 0.01 0.00 0.00
H -0.382 -6.618 0.073 0.01 0.00 -0.01
C 1.734 1.132 2.868 -0.26 0.07 0.02
C 2.219 -1.424 -4.826 -0.01 0.00 0.02
H 0.472 2.408 4.070 0.01 0.05 -0.05
C -0.960 -1.206 4.508 -0.06 -0.02 0.01
C -1.159 -6.494 -0.681 0.02 -0.04 0.05
H 3.198 1.677 4.384 0.01 0.02 0.00
H -4.655 -3.453 -0.079 0.01 -0.03 0.00
H 1.229 -2.847 3.555 -0.01 -0.01 -0.01
H -1.217 -2.156 4.972 -0.01 0.03 0.08
H -0.750 4.810 -2.527 0.03 0.00 0.02
H 4.953 0.465 2.691 0.02 0.00 0.01
H 0.139 -3.946 -0.998 -0.02 0.02 0.06
H -4.803 -2.103 1.044 -0.01 0.00 -0.01
H 4.040 -2.399 -1.566 0.00 -0.01 0.00
C 3.894 0.595 2.540 -0.09 -0.07 0.07
C 2.969 1.225 3.433 -0.03 -0.11 0.04
C -4.331 -3.076 0.890 -0.03 0.00 -0.07
C 3.043 -2.541 -4.790 0.03 -0.01 0.00
C 4.034 3.317 -3.297 -0.05 -0.01 0.00
H -0.244 0.843 3.661 0.07 -0.03 0.09
C 0.071 4.030 1.851 0.14 -0.04 -0.08
C -0.885 5.020 2.038 0.02 0.06 -0.04
H -1.096 -4.313 0.901 0.01 0.06 0.01
C -2.338 -2.245 -0.303 -0.11 0.15 0.00
As -0.547 -1.548 -0.778 0.29 0.12 -0.03
C -0.947 -1.640 -2.689 0.05 0.14 -0.01
C -4.961 1.928 1.874 0.01 0.00 -0.02
H 1.440 -2.843 -1.465 0.04 -0.03 -0.07
C 3.146 2.501 -2.609 0.00 -0.11 -0.16
H 3.195 -3.131 -5.683 -0.01 -0.01 0.00
H -3.206 -4.555 -1.999 0.02 -0.02 -0.02
H 3.195 -1.649 0.318 0.00 -0.01 0.08
H 1.446 2.918 -0.455 0.00 0.01 0.03
N 0.795 3.491 -0.963 0.18 -0.02 -0.04
H 5.368 0.256 -1.394 0.03 0.03 -0.02
H 2.874 5.923 2.080 0.01 0.00 0.01
H 1.421 0.230 -3.728 0.03 0.01 -0.02
H 2.094 2.694 -2.703 -0.18 0.03 0.01
C -4.214 1.399 2.915 0.03 0.02 0.01
H 1.132 -3.144 0.250 0.03 -0.03 0.10
C 2.037 -0.664 -3.682 0.02 0.03 -0.06
H -2.452 -2.942 -1.135 -0.10 0.04 0.02
C 3.168 0.151 1.478 0.04 0.00 -0.12
H 1.060 4.438 -1.173 -0.01 0.01 0.05
H 6.085 3.691 -3.798 0.00 0.01 0.00
C 0.673 -3.037 -0.726 -0.05 -0.10 0.21
C -2.801 -2.957 0.979 0.05 -0.04 -0.08
C 1.430 4.361 1.868 0.01 0.00 0.04
C 0.351 -3.189 3.005 -0.09 -0.03 0.05
H 1.168 7.691 2.393 0.00 0.01 -0.01
C 3.693 -2.884 -3.613 -0.02 0.02 -0.02
H -1.939 4.780 2.048 -0.01 -0.01 0.02
C 3.517 -0.604 0.256 0.15 -0.06 -0.08
H 3.658 4.153 -3.872 -0.01 0.00 0.00
H -0.274 -1.027 -3.275 -0.05 0.00 -0.02
H -2.125 0.278 -1.562 -0.10 -0.21 0.10
H -6.039 1.835 1.878 -0.01 0.01 0.00
H -2.273 1.124 3.748 -0.01 0.09 -0.04
C -2.231 3.326 -2.916 -0.07 0.02 -0.03
C 1.822 5.673 2.061 -0.03 0.01 -0.03
C 0.395 1.642 3.300 0.18 -0.08 -0.02
C 3.512 -2.120 -2.469 -0.04 0.00 0.06
C 0.862 6.666 2.236 0.04 0.00 0.01
As -2.857 -5.996 0.170 -0.06 0.07 -0.05
H 4.588 -0.588 0.079 -0.04 -0.08 -0.03
H -3.030 -1.153 2.126 -0.06 -0.03 0.05
C -1.814 1.264 -1.827 0.10 0.09 0.13
H -0.242 -3.836 3.651 0.04 -0.05 0.01
P -0.366 2.273 1.775 -0.59 -0.46 0.10
C 4.972 1.127 -1.892 -0.02 0.16 0.11
C -0.482 6.339 2.226 -0.04 -0.03 -0.02
H -0.844 -5.757 -1.421 -0.01 -0.01 0.00
C 5.392 3.053 -3.266 0.03 0.02 -0.02
H -0.040 -0.830 4.954 0.00 -0.02 0.00
H 4.352 -3.741 -3.587 0.01 0.00 0.00
C -2.942 2.721 0.837 0.02 -0.01 -0.08
H 2.187 3.590 1.755 -0.01 -0.01 -0.02
As -0.700 -1.585 2.602 0.33 0.12 -0.10
C 5.857 1.946 -2.572 0.00 -0.03 0.00
H -3.536 1.593 -3.016 0.00 -0.02 0.01
C -2.619 2.013 -2.631 0.01 -0.05 -0.03
C -2.165 -4.352 1.112 0.05 -0.01 0.01
H 0.674 -3.757 2.143 0.01 -0.02 -0.11
H -1.229 7.108 2.375 0.00 0.00 0.00
H -2.947 -2.614 3.107 0.00 -0.05 -0.03
H -2.835 3.965 -3.546 0.00 -0.01 -0.02
H -2.465 3.267 0.031 0.01 0.00 0.01
C -4.322 2.596 0.838 -0.01 -0.01 0.01
C -0.295 2.960 -1.530 0.06 -0.04 -0.06
H -1.773 -0.505 4.680 0.04 -0.04 0.03
H -0.823 -2.685 -2.975 0.06 0.02 0.01
H -4.707 0.906 3.742 0.00 -0.02 0.00
N -0.630 1.670 -1.280 -0.63 0.06 -0.13
H -4.901 3.031 0.034 0.00 0.00 -0.01
C 3.602 1.415 -1.874 0.19 0.10 0.39
H -2.256 -4.646 2.161 0.03 -0.03 -0.02
C -2.831 1.523 2.913 0.02 0.05 0.08
N 1.836 0.484 1.630 0.06 0.18 0.53
H -1.293 -7.450 -1.187 0.01 -0.01 0.01
H 1.731 -1.140 -5.749 -0.01 0.01 0.00

---

Entry 3:
15
Properties=species:S:1:pos:R:3:forces:R:3 method="wB97M-V/def2-TZVPD" multiplicity=2 charge=+1 homo_ev="-14.45 / -14.45" lumo_ev="-3.605 / -8.311"
H 2.161 -0.753 -2.399 0.19 -0.04 -0.06
H -0.543 -0.065 0.101 -0.56 -0.28 0.15
H 1.401 -1.930 1.343 -0.57 -0.24 0.27
N 1.618 -0.340 -1.657 -0.08 0.36 0.76
H -1.978 2.723 1.107 0.01 0.00 0.50
H -3.212 2.513 2.084 0.41 0.01 -0.02
H 1.175 0.508 -1.997 0.16 -0.10 -0.18
C 0.941 -0.941 1.243 0.32 -0.21 0.16
H -0.221 -1.353 -1.864 -0.12 -0.20 0.19
C 0.637 -1.276 -1.190 -1.22 -0.64 -0.30
O -2.916 2.870 1.241 -0.41 0.02 -0.45
N 0.076 -0.873 0.131 1.86 1.13 -0.71
H 0.487 -0.510 2.126 0.10 -0.23 0.21
H 1.045 -2.267 -1.009 0.26 0.00 -0.26
H 1.886 -0.404 0.993 -0.36 0.43 -0.25

---

Entry 4:
55
Properties=species:S:1:pos:R:3:forces:R:3 method="wB97M-V/def2-TZVPD" homo_ev=-8.52 lumo_ev=-2.180
C -0.362 -1.142 -2.437 0.53 0.12 0.61
H -1.528 5.911 1.139 0.19 -0.10 -0.15
H 2.651 -0.051 2.809 -0.31 -0.02 0.05
C -1.059 -2.842 0.314 -1.98 -0.46 0.65
O 2.748 -1.308 -0.612 0.35 -2.64 1.80
O -2.750 -1.150 0.214 0.03 -1.73 0.54
H 1.395 -0.868 -1.292 -1.64 0.41 -0.03
H -1.919 3.455 0.945 0.29 0.20 -0.13
N 2.605 -2.375 0.083 2.63 1.39 -0.07
C -0.200 3.133 -0.300 0.20 -0.42 -0.23
C -1.176 -4.164 0.797 -1.56 -0.36 1.03
C 0.246 5.892 -0.106 -0.07 -0.19 0.00
H 0.076 -1.063 -0.055 0.22 -1.23 0.58
O 3.588 -2.929 0.611 -2.15 0.89 -1.04
C 0.134 -2.186 0.067 0.85 -1.84 4.08
O -3.112 -3.226 1.138 0.82 0.09 -0.89
C -1.070 3.924 0.443 0.10 0.53 0.10
H 0.845 -1.061 4.222 -0.08 0.16 -0.25
H -0.780 2.102 -2.804 0.23 -0.19 0.04
C 0.014 -4.961 0.893 0.98 0.66 -0.43
H 0.811 1.589 -3.394 -0.25 -0.03 -0.02
H 0.258 -1.930 -2.888 -0.23 0.17 0.04
C -0.847 5.303 0.544 0.07 -0.30 -0.13
C 0.585 -0.447 3.358 0.04 -0.22 -0.04
C 0.857 3.726 -0.998 -0.01 0.25 0.31
C -0.118 -6.347 1.237 0.23 -2.23 0.56
H -1.559 -0.590 3.676 0.29 0.17 0.02
H -0.277 -0.212 -4.391 -0.12 0.07 0.13
C -0.061 1.274 -2.806 0.31 0.43 -0.21
O -1.788 1.395 -0.579 -0.45 -0.71 0.02
H -2.027 0.456 -0.385 0.33 0.91 -0.16
H -2.114 0.940 1.814 0.31 -0.39 -0.19
N 0.388 -0.549 -1.289 1.12 3.49 -4.41
H 2.048 1.303 0.815 -0.20 -0.36 0.16
C -0.418 1.606 -0.296 -0.07 0.43 0.22
C -0.752 -0.188 3.061 0.04 0.33 0.02
C -1.082 0.616 1.966 0.20 -0.27 0.10
C 1.299 -2.948 0.251 -1.56 -0.13 -0.47
H -1.763 0.110 -3.490 0.21 0.02 -0.05
C 1.270 0.836 1.424 -0.23 -0.27 0.41
C 1.092 5.102 -0.884 -0.17 -0.26 0.01
N -2.398 -4.448 1.306 1.35 1.76 -1.11
H 0.435 6.962 -0.009 -0.09 -0.30 -0.02
H 2.164 -4.877 0.749 -0.25 0.12 0.01
C -0.076 1.011 1.085 0.26 0.57 -0.38
C 1.598 0.095 2.562 0.00 0.25 -0.17
H 1.486 1.214 -1.261 -0.45 -0.05 0.00
C -0.677 0.001 -3.395 -0.41 0.05 -0.37
N -0.216 -7.485 1.491 0.17 2.44 -0.53
H -1.275 -1.612 -2.057 -0.03 0.00 -0.12
C 1.235 -4.320 0.642 -0.98 -0.99 0.00
C 0.429 0.931 -1.391 0.26 -0.12 -0.38
N -2.314 -2.268 0.499 1.14 -0.44 0.10
H 1.518 3.122 -1.625 -0.20 0.35 0.26
H 1.944 5.534 -1.410 -0.28 -0.01 0.15

---

So what do the calculations give for ΔE to the lowest compared entry with this formula, charge and spin? Going down the list: 13.1 27.5 12.0 46.5 kcal per mole.